(1)
This record from the Open Molecules 2025 dataset describes a molecular structure, C40H51BCaN8S3. The level of theory is wB97M-V/def2-TZVPD.

## Properties
**HOMO**: -13.5 eV
**Spin multiplicity**: 1
**LUMO level**: -5.64 eV
**Total charge**: +2
**DFT total energy**: -3889.61880 Ha
**HOMO-LUMO gap**: 7.83 eV

Each line ends with the Löwdin charge.
Cartesian coordinates (Å):
Ca 1.470 -1.159 -2.615  0.946
C 2.620 4.118 -0.653  -0.049
C 2.034 3.259 0.413  -0.233
C 2.003 3.633 1.725  0.092
C 1.435 2.796 2.715  -0.178
N 0.914 1.642 2.389  0.203
N 0.944 1.275 1.099  0.028
B 0.205 -0.006 0.789  -0.676
N -1.100 0.207 0.062  0.029
N -1.607 1.396 0.453  0.192
C -2.795 1.743 0.056  -0.180
C -3.559 0.873 -0.769  0.095
C -3.059 -0.330 -1.161  -0.234
C -3.831 -1.278 -2.011  -0.053
C -1.731 -0.676 -0.732  -0.615
S -0.988 -2.132 -1.197  0.698
C -3.287 3.088 0.570  -0.540
C -3.500 2.956 2.084  -0.028
C -2.216 4.149 0.292  -0.032
C -4.595 3.501 -0.101  -0.050
N 1.096 -1.272 0.846  0.122
N 0.256 -1.097 1.878  0.224
C 0.055 -1.963 2.825  -0.103
C 0.919 -3.095 2.785  0.103
C 1.827 -3.283 1.782  -0.203
C 2.741 -4.456 1.755  -0.047
C 1.877 -2.332 0.684  -0.670
S 2.865 -2.563 -0.670  0.635
C -1.033 -1.750 3.847  -0.523
C -0.391 -1.647 5.237  -0.008
C -1.969 -2.966 3.786  -0.015
C -1.818 -0.478 3.530  -0.029
C 1.467 1.989 0.093  -0.574
S 1.452 1.409 -1.521  0.680
C 1.374 3.164 4.192  -0.541
C 2.037 2.044 5.001  -0.032
C 2.097 4.480 4.474  -0.052
C -0.098 3.304 4.595  -0.030
H 3.007 5.042 -0.232  0.092
H 1.861 4.352 -1.402  0.089
H 3.425 3.595 -1.169  0.086
H 2.423 4.585 2.014  0.124
H -4.548 1.171 -1.087  0.125
H -4.806 -0.866 -2.262  0.092
H -3.965 -2.229 -1.492  0.091
H -3.286 -1.506 -2.928  0.072
H -2.567 2.697 2.586  0.064
H -4.244 2.192 2.318  0.094
H -3.856 3.904 2.488  0.097
H -1.270 3.887 0.766  0.065
H -2.543 5.110 0.690  0.095
H -2.043 4.269 -0.779  0.094
H -5.414 2.822 0.139  0.090
H -4.495 3.561 -1.186  0.095
H -4.884 4.489 0.256  0.097
H 0.839 -3.826 3.577  0.138
H 2.621 -5.064 2.648  0.095
H 3.776 -4.119 1.680  0.095
H 2.548 -5.065 0.871  0.092
H 0.163 -2.548 5.501  0.091
H -1.175 -1.515 5.982  0.103
H 0.285 -0.794 5.300  0.079
H -1.459 -3.890 4.059  0.089
H -2.397 -3.088 2.790  0.097
H -2.785 -2.821 4.493  0.102
H -1.167 0.396 3.496  0.058
H -2.570 -0.317 4.302  0.106
H -2.340 -0.559 2.574  0.087
H 3.087 1.929 4.728  0.095
H 1.534 1.092 4.836  0.055
H 1.989 2.278 6.064  0.097
H 3.156 4.430 4.218  0.096
H 2.030 4.701 5.539  0.098
H 1.647 5.321 3.944  0.091
H -0.649 2.380 4.421  0.060
H -0.586 4.105 4.035  0.091
H -0.167 3.547 5.655  0.098
C 2.969 -3.016 -5.999  -0.029
C 2.933 -1.653 -5.375  -0.302
C 3.819 -1.302 -4.354  -0.091
C 3.850 -0.008 -3.838  -0.129
C 2.965 0.952 -4.314  -0.157
C 2.049 0.606 -5.304  -0.069
C 2.045 -0.678 -5.833  -0.062
H 3.733 -3.047 -6.777  0.103
H 2.016 -3.268 -6.464  0.080
H 3.219 -3.788 -5.271  0.086
H 4.511 -2.046 -3.973  0.129
H 4.561 0.238 -3.058  0.124
H 2.987 1.957 -3.920  0.094
H 1.362 1.349 -5.688  0.122
H 1.355 -0.927 -6.631  0.124
N -2.628 -6.245 -6.875  0.211
C -2.013 -5.480 -6.282  -0.150
C -1.248 -4.523 -5.535  -0.190
C -0.284 -4.944 -4.627  0.027
C 0.418 -3.979 -3.925  -0.143
N 0.231 -2.669 -4.094  -0.096
C -0.701 -2.278 -4.967  -0.141
C -1.466 -3.158 -5.708  0.024
H -0.088 -5.993 -4.464  0.136
H 1.165 -4.281 -3.197  0.117
H -0.841 -1.209 -5.084  0.121
H -2.209 -2.795 -6.403  0.134



(2)
This record from the Open Molecules 2025 dataset describes a molecular structure, C20H47InN2O2S4 at a distorted geometry. The level of theory is wB97M-V/def2-TZVPD.

## Properties
**HOMO**: -6.7 eV
**Spin multiplicity**: 1
**LUMO level**: -0.88 eV
**Total charge**: 0
**DFT total energy**: -2832.86523 Ha
**HOMO-LUMO gap**: 5.78 eV

Each line ends with the Löwdin charge.
Cartesian coordinates (Å):
C -0.699 -3.139 -3.763  -0.172
C -0.905 -1.627 -3.881  -0.560
S -1.471 -0.797 -2.382  0.681
C 0.077 -0.667 -1.445  -0.608
In 1.017 -2.511 -0.500  0.617
C 1.403 -2.015 1.651  -0.313
C 0.293 -2.315 2.653  -0.369
C 0.752 -1.994 4.097  -0.563
S 0.224 -0.381 4.720  0.690
C 2.887 -2.728 -1.700  -0.298
C 4.195 -2.870 -0.903  -0.353
C 4.354 -1.751 0.135  -0.499
S 5.590 -0.526 -0.383  0.880
C 5.000 0.774 0.701  -1.072
S 5.424 0.696 2.286  0.667
N 4.249 1.763 0.133  -0.165
C 3.252 1.357 -0.895  -0.226
C 3.790 1.239 -2.326  -0.091
C 3.650 2.692 1.103  -0.276
C 2.433 2.146 1.854  -0.098
H -0.941 -3.635 -4.707  0.066
H 0.330 -3.391 -3.501  0.047
H -1.341 -3.549 -2.983  0.046
H 0.009 -1.125 -4.208  0.068
H -1.678 -1.402 -4.620  0.055
H 0.803 -0.245 -2.156  -0.018
H -0.076 0.115 -0.689  -0.046
H -0.060 -3.894 -0.698  -0.080
H 2.313 -2.528 1.979  0.036
H 1.635 -0.936 1.684  0.012
H 0.013 -3.372 2.613  0.095
H -0.599 -1.705 2.466  0.063
H 1.845 -2.000 4.079  0.063
H 0.439 -2.716 4.852  0.061
H 0.744 0.415 3.779  -0.181
H 2.976 -1.804 -2.295  0.022
H 2.802 -3.539 -2.432  0.025
H 4.282 -3.849 -0.425  0.099
H 5.040 -2.819 -1.606  0.081
H 3.414 -1.201 0.194  0.010
H 4.594 -2.120 1.132  0.070
H 2.701 0.464 -0.577  0.091
H 2.514 2.161 -0.913  0.110
H 3.209 0.511 -2.897  0.064
H 4.845 0.988 -2.352  0.031
H 3.678 2.205 -2.828  0.070
H 3.320 3.557 0.517  0.116
H 4.409 3.060 1.788  0.079
H 2.583 1.105 2.158  0.041
H 1.522 2.232 1.260  0.057
H 2.301 2.723 2.772  0.082
C -7.258 2.446 -0.109  -0.090
O -6.963 1.059 -0.082  -0.167
C -5.771 0.648 -0.720  -0.196
C -4.673 0.392 0.287  -0.075
N -4.233 1.660 0.973  0.078
C -3.477 2.693 0.167  -0.069
C -2.089 2.206 -0.217  -0.209
O -1.253 2.115 0.912  -0.164
C -1.274 0.843 1.563  -0.103
H -8.322 2.565 -0.306  0.096
H -7.047 2.915 0.860  0.083
H -6.699 2.965 -0.892  0.089
H -5.471 1.362 -1.493  0.125
H -5.964 -0.301 -1.221  0.143
H -3.809 -0.079 -0.171  0.110
H -5.045 -0.255 1.080  0.148
H -3.651 1.411 1.777  0.148
H -5.069 2.094 1.370  0.155
H -3.395 3.565 0.814  0.142
H -4.078 2.948 -0.704  0.124
H -1.654 2.936 -0.902  0.145
H -2.131 1.258 -0.757  0.058
H -1.707 0.077 0.911  0.087
H -1.844 0.890 2.501  0.081
H -0.264 0.534 1.815  0.053



(3)
This record from the Open Molecules 2025 dataset describes 2 unconnected molecules or ions with the total composition C3H4O3. The level of theory is wB97M-V/def2-TZVPD.

## Properties
**HOMO**: -9.9 eV
**Spin multiplicity**: 1
**LUMO level**: -0.32 eV
**SMILES string**: O=CC=O.C=O
**Total charge**: 0
**DFT total energy**: -342.34509 Ha
**HOMO-LUMO gap**: 9.59 eV

Each line ends with the Löwdin charge.
Cartesian coordinates (Å):
O -0.432 2.258 0.440  0.074
C -0.096 1.126 0.665  -0.269
C -1.086 -0.059 0.705  -0.136
O -0.943 -1.141 0.183  0.040
C 0.891 -0.793 -1.108  -0.152
O 0.760 0.394 -1.314  -0.027
H -1.935 0.104 1.385  0.135
H 0.885 0.839 1.090  0.132
H 0.528 -1.542 -1.824  0.101
H 1.428 -1.186 -0.222  0.101



(4)
This record from the Open Molecules 2025 dataset describes a molecular structure, C25H65F6N3O29S7V at a distorted geometry. The level of theory is wB97M-V/def2-TZVPD.

## Properties
**HOMO**: -6.9 eV
**Spin multiplicity**: 1
**LUMO level**: 1.08 eV
**Total charge**: -1
**DFT total energy**: -7667.91411 Ha
**HOMO-LUMO gap**: 7.96 eV

Each line ends with the Löwdin charge.
Cartesian coordinates (Å):
O 3.930 1.865 -4.344  -0.315
V 3.987 3.311 -4.980  0.929
O 4.251 3.215 -6.588  -0.346
C 6.588 6.796 -4.674  -0.038
C 5.777 5.953 -3.674  -0.537
C 4.379 6.511 -3.331  -0.050
O 5.708 4.592 -4.016  -0.292
H 6.890 7.773 -4.297  0.054
H 6.062 7.016 -5.603  0.070
H 7.526 6.319 -4.957  0.044
H 6.290 5.979 -2.713  0.111
H 3.809 5.870 -2.657  0.065
H 3.815 6.619 -4.257  0.051
H 4.547 7.529 -2.981  0.059
C 0.576 1.768 -3.509  -0.582
F 1.584 0.879 -3.508  0.142
F -0.161 1.673 -4.622  0.147
F -0.218 1.609 -2.407  0.119
S 1.253 3.548 -3.359  0.743
O 0.134 4.377 -2.881  -0.283
O 2.360 3.439 -2.406  -0.310
N 1.972 3.914 -4.893  -0.353
S 1.077 5.101 -5.315  0.610
O -0.287 4.660 -5.732  -0.302
O 1.220 6.326 -4.535  -0.289
C 1.910 5.499 -7.036  -0.689
F 1.375 6.526 -7.586  0.194
F 3.217 5.743 -6.747  0.064
F 1.888 4.517 -7.893  0.175
C 1.704 9.278 -5.533  -0.202
O 1.668 10.639 -5.720  -0.103
H 1.105 8.791 -6.303  0.070
H 2.706 8.850 -5.498  0.080
H 1.194 9.006 -4.609  0.074
H 2.438 10.853 -6.253  0.073
C 3.644 4.064 0.552  -0.148
O 4.493 3.651 -0.526  -0.119
H 3.292 3.173 1.072  0.074
H 4.150 4.706 1.273  0.075
H 2.809 4.613 0.118  0.053
H 3.923 3.485 -1.281  0.012
C 7.797 1.846 -3.665  -0.157
O 7.935 3.068 -2.969  -0.126
H 8.379 1.011 -3.276  0.079
H 6.765 1.574 -3.885  0.068
H 8.164 1.953 -4.686  0.050
H 7.338 3.656 -3.437  0.024
O 0.217 7.342 1.985  -0.332
S -0.408 7.805 0.699  0.709
O -1.338 8.904 0.813  -0.303
O 0.767 8.263 -0.459  -0.265
C 1.754 7.305 -0.814  -0.287
C 3.010 7.442 0.042  -0.070
C -1.193 6.410 -0.183  -0.109
H 1.952 7.527 -1.862  0.105
H 1.368 6.291 -0.918  0.094
H 2.967 6.949 1.014  0.066
H 3.242 8.457 0.366  0.073
H 3.873 7.093 -0.523  0.063
H -0.602 5.495 -0.136  0.060
H -1.268 6.643 -1.245  0.076
H -2.139 6.302 0.349  0.068
O 4.001 7.610 -12.510  -0.302
S 5.383 8.025 -12.353  0.667
O 5.817 9.404 -12.345  -0.295
O 5.887 7.433 -10.885  -0.261
C 5.494 6.165 -10.429  -0.313
C 5.179 6.146 -8.958  -0.060
C 6.544 7.060 -13.480  -0.085
H 6.326 5.487 -10.619  0.117
H 4.635 5.755 -10.962  0.116
H 4.263 6.690 -8.727  0.075
H 5.991 6.640 -8.426  0.075
H 5.184 5.133 -8.554  0.079
H 6.370 7.379 -14.508  0.062
H 6.365 6.009 -13.253  0.059
H 7.529 7.384 -13.146  0.062
O 10.027 8.023 -0.164  -0.307
S 8.740 7.595 0.392  0.674
O 8.422 6.223 0.732  -0.265
O 8.444 8.515 1.692  -0.268
C 8.839 9.903 1.627  -0.297
C 8.101 10.835 2.525  -0.084
C 7.320 8.357 -0.669  -0.072
H 8.673 10.394 0.668  0.109
H 9.899 10.046 1.838  0.122
H 8.522 11.077 3.501  0.076
H 7.160 10.330 2.746  0.083
H 7.811 11.786 2.077  0.076
H 6.586 8.904 -0.078  0.055
H 6.695 7.533 -1.012  0.038
H 7.776 8.866 -1.518  0.053
O 13.232 3.871 -0.515  -0.292
S 11.871 3.905 -1.006  0.704
O 10.823 4.172 -0.032  -0.298
O 11.606 4.947 -2.326  -0.280
C 10.315 5.197 -2.800  -0.288
C 10.383 6.627 -3.368  -0.058
C 11.457 2.330 -1.952  -0.087
H 9.640 5.332 -1.955  0.109
H 9.997 4.448 -3.525  0.100
H 9.457 7.021 -3.786  0.057
H 11.182 6.723 -4.103  0.071
H 10.627 7.382 -2.621  0.060
H 11.508 1.408 -1.372  0.064
H 12.207 2.264 -2.740  0.054
H 10.442 2.328 -2.350  0.043
O 9.807 0.957 -6.481  -0.317
S 10.618 1.440 -7.611  0.665
O 10.731 0.615 -8.803  -0.295
O 10.043 2.944 -7.983  -0.286
C 10.010 4.015 -6.924  -0.232
C 9.036 5.079 -7.327  -0.067
C 12.326 1.937 -7.020  -0.100
H 10.946 4.561 -6.800  0.115
H 9.734 3.523 -5.991  0.102
H 9.074 5.781 -6.493  0.063
H 7.979 4.814 -7.312  0.084
H 9.311 5.643 -8.218  0.088
H 12.277 2.525 -6.103  0.056
H 12.850 2.417 -7.847  0.067
H 12.787 0.968 -6.829  0.058
C 4.211 12.127 -1.834  0.048
N 4.197 10.677 -2.176  -0.397
O 3.118 10.107 -2.083  0.088
O 5.238 10.158 -2.586  0.022
H 3.190 12.377 -1.548  0.097
H 4.486 12.792 -2.654  0.099
H 4.842 12.250 -0.953  0.098
C 6.815 11.043 -5.090  0.027
N 7.702 10.620 -6.180  -0.468
O 7.478 9.595 -6.796  0.065
O 8.690 11.291 -6.300  0.066
H 7.080 10.424 -4.232  0.081
H 5.834 10.800 -5.500  0.102
H 7.061 12.062 -4.793  0.101